1.
{
  "formula": "C4H8O2",
  "method": "ωB97M-V/def2-TZVPD",
  "species": ["C", "C", "O", "C", "C", "O", "H", "H", "H", "H", "H", "H", "H", "H"],
  "positions_angstrom": [[0.581, 0.405, -0.957], [1.316, 0.828, 0.324], [0.827, -0.084, 1.283], [-0.537, -0.230, 1.248], [-1.537, -1.070, -0.472], [-0.715, 0.251, -0.435], [0.595, 1.177, -1.734], [0.967, -0.542, -1.350], [2.401, 0.722, 0.281], [1.054, 1.860, 0.592], [-1.148, 0.601, 1.596], [-0.755, -1.176, 1.730], [-2.248, -0.923, -1.298], [-0.801, -1.820, -0.808]],
  "lowdin_charge": [-0.16, -0.14, -0.08, -0.07, -0.06, -0.28, 0.13, 0.13, 0.13, 0.13, 0.13, 0.10, 0.01, 0.02],
  "multiplicity": 1,
  "molar_mass_g_mol": 88.106
}

2.
{
  "formula": "C4H8O2",
  "method": "ωB97M-V/def2-TZVPD",
  "species": ["C", "C", "C", "O", "C", "O", "H", "H", "H", "H", "H", "H", "H", "H"],
  "positions_angstrom": [[-1.203, -1.069, 0.057], [-0.245, 0.079, 0.359], [-0.674, 1.359, -0.336], [-1.554, 1.410, -1.166], [1.208, -0.277, -0.015], [2.011, 0.881, -0.219], [-2.239, -0.744, 0.187], [-1.022, -1.927, 0.711], [-1.099, -1.400, -0.982], [-0.263, 0.312, 1.433], [-0.133, 2.273, -0.023], [1.656, -0.874, 0.790], [1.198, -0.901, -0.919], [2.306, 0.873, -1.136]],
  "lowdin_charge": [-0.07, -0.33, -0.23, 0.06, -0.23, -0.07, 0.08, 0.08, 0.08, 0.15, 0.13, 0.12, 0.13, 0.09],
  "multiplicity": 1,
  "molar_mass_g_mol": 88.106
}

3.
{
  "formula": "C4H8O2",
  "method": "ωB97M-V/def2-TZVPD",
  "species": ["C", "C", "O", "C", "O", "C", "H", "H", "H", "H", "H", "H", "H", "H"],
  "positions_angstrom": [[1.035, 0.681, 0.033], [1.222, -0.635, -0.423], [-0.032, -1.213, 0.937], [-1.284, -0.788, 0.452], [-1.377, 0.614, 0.352], [-0.319, 1.255, -0.355], [0.557, -0.112, 1.087], [1.876, 1.317, 0.285], [0.622, -1.067, -1.225], [2.146, -1.170, -0.217], [-2.087, -1.080, 1.138], [-1.470, -1.270, -0.524], [-0.403, 2.313, -0.098], [-0.486, 1.155, -1.440]],
  "lowdin_charge": [-0.21, 0.03, -0.16, -0.30, -0.12, -0.21, 0.16, 0.11, 0.10, 0.11, 0.13, 0.13, 0.12, 0.12],
  "multiplicity": 1,
  "molar_mass_g_mol": 88.106
}

4.
{
  "formula": "C4H8O2",
  "method": "ωB97M-V/def2-TZVPD",
  "species": ["C", "C", "C", "O", "C", "O", "H", "H", "H", "H", "H", "H", "H", "H"],
  "positions_angstrom": [[-0.696, -1.542, -0.552], [-0.731, 0.712, -0.549], [0.417, 1.235, 0.077], [0.220, 1.761, 1.355], [1.412, -0.208, 0.379], [2.157, -0.200, 1.284], [-1.375, -1.385, -1.390], [-1.268, -1.662, 0.371], [-0.182, -2.495, -0.747], [-1.659, 0.690, 0.011], [-0.812, 0.772, -1.628], [1.082, 1.834, -0.556], [1.025, 1.586, 1.870], [0.525, -1.020, -0.271]],
  "lowdin_charge": [-0.09, -0.01, -0.41, -0.03, -0.12, 0.11, 0.03, 0.04, 0.04, 0.10, 0.09, 0.14, 0.09, 0.03],
  "multiplicity": 1,
  "molar_mass_g_mol": 88.106
}

5.
{
  "formula": "C4H8O2",
  "method": "ωB97M-V/def2-TZVPD",
  "species": ["C", "C", "C", "C", "H", "H", "H", "H", "H", "H", "H", "H", "O", "O"],
  "positions_angstrom": [[0.379, 0.932, 0.929], [1.013, 0.044, 0.031], [0.594, -0.889, -0.839], [-0.845, -1.208, -0.828], [0.326, 2.578, -0.091], [1.256, 1.535, 1.392], [-0.093, 0.345, 1.800], [2.121, 0.116, 0.420], [1.322, -1.405, -1.464], [-0.891, -2.369, -0.344], [-1.386, -1.121, -1.649], [-1.659, 0.305, -0.065], [-0.648, 1.838, 0.430], [-1.490, -0.703, 0.277]],
  "lowdin_charge": [-0.40, -0.16, -0.07, -0.30, 0.30, 0.12, 0.15, 0.14, 0.11, 0.19, 0.06, 0.15, -0.17, -0.13],
  "multiplicity": 1,
  "molar_mass_g_mol": 88.106
}

6.
{
  "formula": "C4H8O2",
  "method": "ωB97M-V/def2-TZVPD",
  "species": ["O", "C", "C", "C", "C", "O", "H", "H", "H", "H", "H", "H", "H", "H"],
  "positions_angstrom": [[0.709, -0.209, 2.312], [1.453, 0.967, -0.623], [0.360, 0.216, -0.601], [-1.137, 0.397, -0.648], [-1.149, -1.106, -0.325], [0.301, -1.149, -0.415], [1.013, -0.870, 1.674], [1.383, 2.041, -0.745], [2.435, 0.512, -0.534], [0.805, 0.610, 1.809], [-1.566, 1.057, 0.109], [-1.522, 0.658, -1.636], [-1.608, -1.766, -1.065], [-1.476, -1.360, 0.686]],
  "lowdin_charge": [-0.06, 0.05, -0.41, -0.06, -0.13, -0.05, 0.03, 0.07, 0.07, 0.02, 0.12, 0.12, 0.12, 0.12],
  "multiplicity": 1,
  "molar_mass_g_mol": 88.106
}

Number 1: calculated total energy -8366.624 eV, frontier orbital gap 7.8 eV, LUMO energy 0.817 eV. Number 2: calculated total energy -8371.999 eV, frontier orbital gap 10.4 eV, LUMO energy 0.749 eV. Number 3: calculated total energy -8368.427 eV, frontier orbital gap 9.3 eV, LUMO energy 0.803 eV. Number 4: calculated total energy -8367.983 eV, frontier orbital gap 9.0 eV, LUMO energy 0.287 eV. Number 5: calculated total energy -8367.404 eV, frontier orbital gap 9.3 eV, LUMO energy 0.077 eV. Number 6: calculated total energy -8371.122 eV, frontier orbital gap 10.1 eV, LUMO energy 0.951 eV.